C26H22N5Rh as an isolated structure, computed with the ωB97M-V functional and the def2-TZVPD basis.

The geometry in XYZ format:
```
54
Properties=species:S:1:pos:R:3:forces:R:3
Rh 0.70472 0.22850 -0.63017 -0.862 -1.115 0.117
C -0.43038 1.03430 2.73823 0.074 0.178 -0.241
N -0.06428 -0.36650 2.63803 -0.100 -0.282 0.229
C 1.26942 -0.82350 2.96023 -0.055 0.112 -0.032
C 2.04702 -1.28400 1.75343 -0.197 0.042 -0.066
N 1.76892 -1.01010 0.48883 0.657 -0.710 0.804
C 2.83492 -1.47130 -0.26697 0.842 -0.618 0.283
C 3.07482 -1.33280 -1.63227 -0.167 0.028 0.050
C 4.28182 -1.81670 -2.09757 -0.155 0.128 -0.089
C 5.19332 -2.43860 -1.23867 0.017 -0.094 0.100
C 4.95482 -2.59970 0.11293 -0.124 0.059 0.003
C 3.76012 -2.08520 0.59483 -0.155 0.288 -0.860
N 3.21202 -1.95750 1.85553 -0.208 0.107 0.067
C -0.73028 1.51140 1.30143 0.072 -0.410 -0.380
N -0.05358 1.67160 -1.49287 -0.417 0.609 -0.600
C -0.54538 2.86420 -1.36537 -0.632 1.390 0.123
C -0.64868 3.64610 -2.55817 -0.116 0.544 -0.125
C -1.03388 4.96220 -2.54217 0.206 -0.542 -0.385
C -1.34308 5.59820 -1.33837 0.036 -0.358 0.472
C -1.30348 4.87460 -0.16087 -0.021 0.023 -0.244
C -0.96348 3.52020 -0.12747 0.082 -0.007 -0.463
N -1.03298 2.87760 1.08293 -0.018 -0.026 0.674
H 0.38132 1.62530 3.17443 -0.127 0.009 -0.022
H -1.32848 1.16020 3.35093 0.115 0.045 0.044
H -0.78438 -0.98820 2.97203 0.121 0.047 0.063
H 1.23262 -1.65010 3.67773 0.050 0.128 -0.007
H 1.85762 -0.01630 3.42063 -0.102 -0.139 0.044
H 2.34252 -0.84590 -2.29157 0.344 -0.220 0.042
H 4.53892 -1.70320 -3.13887 -0.007 -0.035 -0.098
H 6.11822 -2.80200 -1.65137 0.164 -0.079 -0.053
H 5.66622 -3.08300 0.75933 0.177 -0.079 0.082
H 3.63672 -2.27640 2.71253 -0.075 0.030 0.045
H -0.37588 3.15090 -3.47617 0.005 0.025 -0.146
H -1.08498 5.50550 -3.47157 0.002 0.066 -0.100
H -1.62128 6.63960 -1.32157 -0.019 0.089 0.007
H -1.55088 5.36090 0.77273 -0.065 0.018 0.072
H -1.30318 3.45090 1.87063 0.112 -0.102 -0.038
C -3.16448 -3.82040 -1.44077 0.509 -0.227 -0.245
C -1.80348 -3.69170 -1.73317 -0.513 -0.314 -0.042
C -1.12448 -2.55400 -1.36157 0.126 0.718 0.341
C -1.78128 -1.53850 -0.63867 -0.309 -0.322 -0.047
C -1.11698 -0.39730 -0.16577 1.475 -0.275 -0.871
C -1.71418 0.51410 0.69083 -0.801 0.428 0.448
C -3.07518 0.40420 0.96723 0.928 0.476 0.129
C -3.79128 -0.66160 0.44643 -0.270 -0.336 -0.082
C -3.16758 -1.66960 -0.31787 0.396 -0.501 -0.369
C -3.84028 -2.82990 -0.76147 -0.131 0.756 0.335
H -3.68608 -4.70950 -1.75557 -0.101 -0.095 -0.021
H -1.29638 -4.49080 -2.24947 0.076 -0.048 -0.098
H -0.07018 -2.41830 -1.58437 -0.067 -0.159 -0.038
H 0.26142 1.29260 0.74643 -0.461 0.674 1.109
H -3.56518 1.11600 1.61133 -0.121 0.184 0.044
H -4.84488 -0.74720 0.67453 -0.076 -0.053 -0.008
H -4.89698 -2.92940 -0.56337 -0.115 -0.056 0.044
```
Positions in Å, forces in eV/Å.

relative energy (zero: lowest compared OMol25 entry of this formula, charge and spin)	63.7	kcal per mole
⟨S²⟩	6.08
2S+1	5
frontier orbital gap (spin up / spin down)	6.93 / 4.73	eV
total charge	+2
highest occupied orbital energy (spin up / spin down)	-13.03 / -13.88	eV
total energy	-37759.771	eV